(1)
{
  "formula": "C33H49IN3O3",
  "method": "ωB97M-V with the def2-TZVPD basis set",
  "spin_multiplicity": 1,
  "total_charge": 1,
  "gap_ev": 8.6,
  "e_lumo_ev": -2.3,
  "symbols": ["C", "C", "C", "C", "C", "N", "C", "C", "C", "I", "C", "C", "C", "C", "O", "C", "O", "C", "C", "C", "O", "C", "C", "C", "C", "C", "C", "C", "H", "H", "H", "H", "H", "H", "H", "H", "H", "H", "H", "H", "H", "H", "H", "H", "H", "H", "H", "H", "H", "H", "H", "H", "H", "H", "H", "H", "H", "H", "H", "H", "H", "H", "H", "H", "H", "H", "H", "N", "C", "C", "C", "C", "C", "H", "H", "H", "H", "H", "N", "C", "C", "C", "C", "C", "H", "H", "H", "H", "H"],
  "positions_angstrom": [[4.3151, 2.0807, 2.8225], [3.1904, 2.7972, 2.0785], [2.5014, 1.9155, 1.0079], [1.0083, 1.8108, 1.3343], [0.7946, 0.7124, 2.3758], [0.1192, 1.6452, 0.0579], [0.1180, 3.0055, -0.5724], [0.1111, 3.0828, -2.1064], [1.5077, 3.2527, -2.7255], [1.4065, 4.5834, -4.4106], [0.7468, 0.5737, -0.7654], [-0.1713, -0.2275, -1.7054], [0.6909, -0.9993, -2.7070], [1.3120, -2.2452, -2.0777], [0.8085, -3.4117, -2.7409], [1.1831, -4.5374, -2.0882], [2.0188, -5.2657, -2.4806], [-1.2423, 1.2599, 0.5564], [-2.4272, 1.5594, -0.4034], [-3.2868, 2.7371, 0.0565], [-3.1787, 0.3613, -0.5369], [-4.0222, 0.0363, 0.5589], [-4.3468, -1.4393, 0.4848], [-5.6789, -1.8612, 0.5370], [-5.9805, -3.2197, 0.4473], [-4.9585, -4.1516, 0.2962], [-3.6284, -3.7260, 0.2537], [-3.3185, -2.3730, 0.3433], [4.6043, 2.6687, 3.6885], [5.1907, 2.0031, 2.1847], [3.9968, 1.1094, 3.1892], [2.4693, 3.1179, 2.8294], [3.5631, 3.7113, 1.6275], [2.6353, 2.3985, 0.0445], [2.9732, 0.9395, 1.0405], [0.6741, 2.7460, 1.7701], [-0.0531, 0.9049, 3.0228], [1.6841, 0.5843, 2.9769], [0.6088, -0.2534, 1.9085], [-0.7220, 3.5755, -0.1971], [0.9808, 3.5712, -0.2425], [-0.4349, 3.9891, -2.3470], [-0.4254, 2.2801, -2.5977], [1.9236, 2.3242, -3.0929], [2.1807, 3.7435, -2.0353], [1.2090, -0.1625, -0.1188], [1.5633, 0.9774, -1.3507], [-0.9556, 0.3460, -2.1812], [-0.6736, -0.9848, -1.1055], [0.1128, -1.3061, -3.5705], [1.5258, -0.3883, -3.0441], [2.3970, -2.2473, -2.1673], [1.0789, -2.3214, -1.0090], [0.6585, -4.7402, -1.1463], [-1.4421, 1.8033, 1.4698], [-1.2666, 0.1937, 0.7242], [-2.1098, 1.7939, -1.4136], [-2.8666, 3.6717, -0.3082], [-3.3780, 2.7994, 1.1359], [-4.2572, 2.6550, -0.4180], [-4.9636, 0.5776, 0.5158], [-3.5374, 0.2240, 1.5218], [-6.4464, -1.1095, 0.6325], [-7.0154, -3.5229, 0.4731], [-5.2175, -5.1946, 0.2095], [-2.8445, -4.4576, 0.1257], [-2.2887, -2.0536, 0.2912], [0.6437, -9.1036, -1.9989], [0.6988, -7.9774, -2.7135], [-0.0936, -7.7399, -3.8276], [-0.9869, -8.7223, -4.2254], [-1.0529, -9.8971, -3.4954], [-0.2201, -10.0359, -2.3943], [1.4111, -7.2395, -2.3729], [-0.0083, -6.8079, -4.3711], [-1.6198, -8.5754, -5.0914], [-1.7336, -10.6905, -3.7714], [-0.2429, -10.9396, -1.7950], [1.9710, 7.0127, 2.8777], [3.1083, 7.6869, 3.0379], [3.9944, 7.4613, 4.0816], [3.6825, 6.4831, 5.0112], [2.5019, 5.7723, 4.8602], [1.6869, 6.0778, 3.7812], [3.3138, 8.4455, 2.2911], [4.9042, 8.0396, 4.1616], [4.3471, 6.2785, 5.8406], [2.2180, 5.0010, 5.5637], [0.7524, 5.5471, 3.6229]],
  "forces_ev_per_angstrom": [[0.0, 0.6, -0.1], [0.0, -0.3, 0.4], [-0.3, 0.9, 0.4], [0.4, -0.5, 0.4], [-0.5, -0.3, -0.4], [0.8, 0.0, 1.5], [-0.1, 0.4, -1.1], [0.3, 0.3, 0.0], [-0.5, 0.2, -0.2], [0.1, -0.2, 0.1], [-0.3, -0.7, -1.2], [0.1, -0.3, 0.3], [0.3, -0.1, 0.4], [-0.1, -0.2, -0.1], [-0.1, 0.5, -0.1], [-0.3, 0.0, 0.6], [0.9, -0.5, -0.7], [-0.8, 0.5, -1.0], [-0.5, -0.1, 0.3], [0.3, 0.0, -0.3], [0.2, 0.2, -0.2], [-0.2, -0.9, 0.0], [-0.1, 0.0, -0.1], [0.8, -0.2, -0.1], [0.3, 0.4, 0.0], [0.0, 0.5, 0.1], [-0.3, 0.1, -0.1], [-0.7, -0.3, 0.1], [0.1, 0.1, 0.1], [0.1, -0.4, 0.0], [0.1, -0.2, -0.1], [-0.2, 0.1, 0.0], [0.1, 0.1, -0.1], [0.2, -0.3, -0.2], [0.0, -0.2, -0.4], [-0.1, 0.3, -0.2], [0.0, 0.1, 0.2], [0.2, 0.2, 0.2], [0.1, -0.1, -0.1], [-0.3, -0.3, 0.3], [0.3, -0.2, 0.2], [-0.2, 0.1, 0.1], [0.0, -0.1, 0.0], [0.2, -0.1, 0.0], [0.2, 0.0, 0.1], [0.0, 0.1, 0.4], [0.0, 0.5, 0.1], [0.1, 0.1, -0.2], [-0.4, 0.1, 0.0], [-0.1, 0.0, -0.1], [-0.1, 0.3, -0.3], [0.1, 0.0, -0.1], [-0.1, 0.1, 0.1], [-0.3, 0.3, 0.2], [0.3, 0.0, 0.3], [0.2, -0.2, 0.2], [0.2, -0.1, -0.1], [0.1, 0.1, 0.1], [-0.2, 0.0, 0.1], [-0.3, 0.0, 0.1], [0.0, 0.4, 0.1], [0.1, 0.3, 0.0], [-0.2, 0.0, 0.0], [-0.1, -0.2, 0.0], [0.1, -0.2, 0.0], [0.1, 0.0, 0.0], [0.1, 0.1, 0.0], [-0.1, 0.0, -0.1], [0.0, -0.2, 0.1], [0.0, 0.0, 0.0], [0.0, 0.0, 0.0], [0.0, 0.0, 0.0], [0.1, 0.0, 0.1], [0.0, -0.2, -0.1], [0.0, 0.0, 0.0], [0.0, 0.0, 0.0], [0.0, 0.0, 0.0], [0.0, 0.0, 0.0], [0.0, -0.1, 0.0], [0.0, 0.0, -0.1], [0.0, 0.0, 0.0], [0.0, 0.0, 0.0], [0.0, 0.0, 0.0], [0.0, 0.0, -0.1], [0.0, 0.0, 0.0], [0.0, 0.0, 0.0], [0.0, 0.0, 0.0], [0.0, 0.0, 0.0], [0.0, 0.0, 0.1]]
}

***

(2)
{
  "formula": "C4H9FSi",
  "method": "ωB97M-V with the def2-TZVPD basis set",
  "spin_multiplicity": 1,
  "e_above_lowest_kcal_mol": 51.0,
  "gap_ev": [8.8, 8.8],
  "e_lumo_ev": [-0.1, -0.1],
  "symbols": ["C", "C", "C", "C", "F", "Si", "H", "H", "H", "H", "H", "H", "H", "H", "H"],
  "positions_angstrom": [[0.9387, -0.7400, 0.6484], [1.1668, 0.6999, 0.1393], [-0.2899, -1.3769, -0.1473], [-0.2953, 1.4780, 0.0794], [-2.5869, -0.0422, 0.4662], [-1.3531, 0.0408, -0.5479], [1.8689, -1.5171, 0.4297], [0.5689, -0.8088, 1.7390], [1.7856, 1.3056, 0.8009], [1.6804, 0.6781, -0.7666], [0.1168, -1.8595, -1.0178], [-0.7595, -2.0510, 0.4928], [-0.6234, 1.6647, 1.0860], [-0.2236, 2.3803, -0.4083], [-1.9945, 0.1480, -2.9937]],
  "forces_ev_per_angstrom": [[0.2, -2.1, 0.1], [-2.1, 0.8, 2.4], [2.2, 1.1, -0.6], [1.7, -3.6, -0.1], [-0.6, 0.0, -0.3], [-0.5, 1.3, -1.7], [-2.1, 2.3, 1.0], [1.2, 0.4, -1.5], [0.1, -0.2, 0.2], [0.4, 0.0, -1.9], [-0.1, -0.4, -0.4], [-1.0, -1.4, 0.7], [-0.1, 0.0, 0.6], [0.1, 1.9, -1.4], [0.6, -0.1, 2.8]]
}

***

(3)
{
  "formula": "C38H36Br2N3O2P2Tl",
  "method": "ωB97M-V with the def2-TZVPD basis set",
  "spin_multiplicity": 1,
  "e_above_lowest_kcal_mol": 117.4,
  "total_charge": 2,
  "gap_ev": [5.9, 4.2],
  "e_lumo_ev": [-7.1, -8.8],
  "symbols": ["Tl", "C", "C", "C", "C", "C", "C", "Br", "C", "C", "Br", "C", "O", "C", "N", "H", "H", "H", "H", "H", "H", "N", "P", "C", "C", "C", "C", "C", "C", "C", "C", "C", "C", "C", "C", "P", "C", "C", "C", "C", "C", "C", "C", "C", "C", "C", "C", "C", "H", "H", "H", "H", "H", "H", "H", "H", "H", "H", "H", "H", "H", "H", "H", "H", "H", "H", "H", "H", "H", "C", "N", "C", "C", "C", "O", "H", "H", "H", "H", "H", "H", "H", "H", "H"],
  "positions_angstrom": [[2.3301, -1.6337, 0.5702], [5.9193, 0.5010, -0.7349], [5.9522, 0.2378, 0.7100], [7.1258, 0.4907, 1.4034], [7.1210, 0.4165, 2.7843], [5.9051, 0.1470, 3.4696], [5.8121, 0.2580, 4.8860], [7.2838, 0.6164, 5.9199], [4.6112, -0.0170, 5.5593], [3.4819, -0.3827, 4.7776], [1.8709, -0.4189, 5.7755], [3.5324, -0.5677, 3.3747], [2.4602, -1.0069, 2.8050], [4.8176, -0.2047, 2.6724], [4.8557, -0.1499, 1.3335], [6.8062, 1.0350, -1.1328], [4.9682, 0.8902, -1.1056], [5.9082, -0.4339, -1.2655], [7.9824, 0.6029, 0.7541], [8.0690, 0.5421, 3.3502], [4.6641, 0.0210, 6.6300], [-2.4783, 0.1099, 0.4761], [-2.5706, -1.5310, 0.8589], [-4.3411, -1.8986, 1.2016], [-4.6331, -2.3285, 2.4817], [-5.9871, -2.4194, 2.8965], [-7.0430, -2.1634, 2.0108], [-6.7518, -1.6913, 0.7283], [-5.4125, -1.5524, 0.3211], [-2.2403, -2.1696, -0.8283], [-1.4538, -3.3243, -0.8632], [-1.1672, -4.0201, -2.0692], [-1.7047, -3.5303, -3.2841], [-2.4460, -2.3518, -3.2297], [-2.7555, -1.6774, -2.0107], [-1.5372, 1.4205, 1.2092], [-2.6815, 2.3253, 2.3258], [-3.5222, 1.5439, 3.1366], [-4.7499, 2.0268, 3.5660], [-5.0565, 3.3640, 3.2153], [-4.0749, 4.1928, 2.7712], [-2.8639, 3.7258, 2.2818], [-1.5680, 2.5286, -0.1930], [-0.3409, 2.8683, -0.8038], [-0.2317, 3.7896, -1.8599], [-1.4492, 4.2286, -2.3612], [-2.6699, 3.7813, -1.8391], [-2.7444, 3.0609, -0.6862], [-3.2693, 0.4145, -0.0802], [-3.8954, -2.7777, 3.1427], [-6.1512, -2.8724, 3.8906], [-8.1131, -2.2997, 2.2880], [-7.5350, -1.4650, 0.0581], [-5.2476, -1.0766, -0.6571], [-1.0508, -3.6871, 0.0459], [-0.4545, -4.8677, -2.0606], [-1.4832, -4.0554, -4.1863], [-2.9130, -1.8858, -4.1659], [-3.3203, -0.6993, -2.0325], [-3.2744, 0.4913, 3.2653], [-5.4402, 1.5544, 4.2122], [-6.0090, 3.7435, 3.5228], [-4.2889, 5.2658, 2.5746], [-2.1849, 4.3927, 1.7240], [0.4677, 2.2687, -0.4333], [0.6776, 4.0495, -2.3437], [-1.4736, 4.9086, -3.1579], [-3.5785, 4.1458, -2.2769], [-3.6761, 2.8395, -0.1571], [3.4042, 0.7093, -4.4629], [3.0471, -0.7291, -4.4410], [2.5634, -1.3096, -5.6794], [3.0766, -1.4057, -3.2640], [3.0759, -2.9263, -3.3887], [3.1050, -0.8071, -2.1610], [4.4444, 0.8510, -4.8322], [3.2535, 1.1213, -3.5172], [2.7276, 1.1838, -5.1486], [2.1378, -0.5241, -6.3192], [1.8339, -2.1439, -5.5106], [3.3724, -1.8365, -6.2415], [2.0188, -3.2427, -3.2969], [3.7009, -3.2846, -2.5613], [3.4500, -3.2950, -4.3376]],
  "forces_ev_per_angstrom": [[0.0, -0.2, -1.2], [0.0, -0.3, -1.5], [-0.5, 0.7, 0.3], [0.3, -0.7, 0.8], [0.8, 0.1, -0.3], [1.3, 0.5, -0.7], [-1.3, -1.0, 0.5], [0.5, 0.2, 0.3], [0.3, -0.3, -2.1], [1.1, 1.0, 2.7], [0.3, -0.3, -0.7], [-1.7, -0.6, -1.3], [2.3, 1.2, 1.1], [-0.9, -0.1, 0.4], [-1.3, -0.5, 0.3], [-0.7, 0.0, 0.5], [0.2, 0.5, 0.4], [0.2, -0.9, -0.2], [0.4, 0.4, 0.6], [-0.9, 0.1, -0.5], [-0.6, 0.1, 0.3], [0.6, 2.1, 1.3], [0.9, -1.6, 0.3], [-0.3, 1.3, -1.2], [-1.6, -0.7, 0.4], [0.3, -0.9, 0.0], [-0.1, 0.2, 0.4], [1.8, -0.4, 0.6], [-0.2, 0.3, 0.7], [-0.2, -0.8, 0.5], [0.1, -0.5, -1.9], [-0.1, 0.9, 0.3], [0.4, 0.3, 1.9], [-1.6, 1.5, -0.7], [0.3, 0.4, -1.4], [-3.1, -0.9, -1.2], [0.5, -0.3, 0.2], [-1.0, -1.0, 0.1], [1.2, 1.5, -0.9], [0.0, -1.4, 1.8], [0.7, 2.3, -2.0], [0.2, -0.2, -0.3], [2.0, 0.8, -0.5], [-0.3, -0.5, 0.1], [-1.7, -1.2, 0.8], [-0.1, -0.8, 0.8], [0.0, 1.3, -0.3], [-0.4, -0.9, 0.6], [0.2, 0.7, -0.2], [0.2, 0.6, -0.1], [-0.2, 0.5, -0.6], [1.1, 0.1, 0.0], [-0.7, 0.3, -0.7], [0.2, -0.5, 0.4], [0.4, -0.4, 0.8], [-0.8, 0.5, 0.0], [-0.1, 0.0, -0.6], [0.9, -0.9, 1.3], [0.6, -1.3, -0.2], [0.0, 0.2, 0.2], [-0.4, -1.1, 0.2], [-0.4, 0.3, -0.1], [0.1, -0.8, 0.4], [-0.3, -0.4, 0.6], [0.9, 0.3, 0.0], [0.7, 0.2, 0.0], [0.0, 0.8, -1.1], [-0.3, 0.2, -0.2], [0.1, 0.2, -0.5], [0.3, -1.5, -1.6], [0.1, 0.7, 0.7], [0.4, -1.6, -0.7], [-0.1, 0.6, -0.1], [-0.5, 0.6, 0.7], [0.3, -0.9, -1.0], [-0.6, -0.1, 0.4], [0.0, 0.6, 1.5], [-0.2, 0.4, -0.4], [0.0, -0.4, 0.3], [0.3, 1.1, 0.0], [-0.3, 0.7, 0.2], [0.5, -0.2, 0.2], [-0.4, -0.2, -0.2], [0.1, 0.1, 0.0]]
}

***

(4)
{
  "formula": "C26H31NO6S",
  "method": "ωB97M-V with the def2-TZVPD basis set",
  "spin_multiplicity": 1,
  "e_above_lowest_kcal_mol": 33.3,
  "gap_ev": 6.7,
  "e_lumo_ev": -0.5,
  "symbols": ["C", "O", "C", "C", "C", "C", "C", "C", "C", "O", "O", "C", "C", "C", "O", "C", "O", "C", "C", "H", "H", "H", "H", "H", "H", "H", "H", "H", "H", "H", "H", "H", "H", "C", "N", "C", "C", "C", "C", "C", "C", "C", "S", "C", "C", "O", "C", "C", "H", "H", "H", "H", "H", "H", "H", "H", "H", "H", "H", "H", "H", "H", "H", "H", "H"],
  "positions_angstrom": [[-5.5381, -1.4610, 1.5065], [-5.2435, -0.2326, 2.2107], [-3.9790, 0.2449, 2.0431], [-3.6894, 1.5053, 2.6280], [-2.3790, 1.8865, 2.7659], [-1.2989, 1.0870, 2.3017], [0.0554, 1.5433, 2.4188], [1.1909, 0.7856, 2.3495], [2.4943, 1.4608, 2.1314], [2.6151, 2.6631, 2.0540], [3.6066, 0.6599, 2.0613], [3.4323, -0.7496, 1.7908], [3.0493, -0.9886, 0.3412], [4.7460, -1.4225, 2.2044], [2.4014, -1.2925, 2.6630], [1.2032, -0.6275, 2.7623], [0.2617, -1.2065, 3.2719], [-1.6253, -0.1165, 1.6463], [-2.9314, -0.5392, 1.5156], [-6.5764, -1.6923, 1.7373], [-5.4028, -1.3132, 0.4223], [-4.8836, -2.2809, 1.8452], [-4.5073, 2.1030, 3.0220], [-2.1438, 2.8252, 3.2623], [0.2055, 2.6209, 2.4957], [2.1161, -0.4684, 0.0923], [3.8544, -0.6240, -0.3117], [2.9171, -2.0666, 0.1727], [4.9679, -1.1530, 3.2435], [4.6627, -2.5108, 2.1157], [5.5511, -1.0559, 1.5586], [-0.8502, -0.7419, 1.2202], [-3.1194, -1.5193, 1.0766], [-6.7333, -3.6728, 5.9698], [-6.2071, -2.7417, 6.9517], [-6.8560, -2.7908, 8.2479], [-5.0310, -2.0194, 6.7203], [-5.0222, -0.8414, 5.9292], [-3.8363, -0.1842, 5.6571], [-2.5976, -0.6915, 6.0935], [-1.3148, 0.0290, 5.7338], [-0.0666, -0.6125, 6.0092], [1.4059, 0.2343, 6.1297], [1.6846, 0.3177, 7.9379], [2.6342, -1.0832, 5.8516], [-1.3557, 1.1728, 5.2335], [-2.6126, -1.8583, 6.8672], [-3.7973, -2.4883, 7.2146], [-6.2128, -3.5418, 5.0125], [-6.5956, -4.7147, 6.3020], [-7.8124, -3.5059, 5.8315], [-6.4653, -2.0053, 8.9069], [-7.9395, -2.6492, 8.1179], [-6.7079, -3.7651, 8.7364], [-5.9680, -0.4565, 5.5519], [-3.8636, 0.7386, 5.0810], [-0.0168, -1.6707, 6.2706], [2.6123, 0.8669, 8.1097], [0.8372, 0.8543, 8.3734], [1.7695, -0.6933, 8.3453], [3.5728, -0.5593, 5.6542], [2.7349, -1.7049, 6.7398], [2.3498, -1.6605, 4.9721], [-1.6625, -2.2657, 7.2006], [-3.7884, -3.3872, 7.8280]],
  "forces_ev_per_angstrom": [[0.2, 0.4, 0.2], [0.2, -0.3, -0.9], [0.5, -0.2, 1.0], [-0.3, -0.9, -0.4], [0.8, 0.2, -0.3], [-1.0, -0.2, -0.2], [0.3, 0.0, -0.2], [0.4, -0.2, 0.2], [-0.3, 0.9, 0.2], [0.2, -1.0, 0.0], [-0.3, -0.4, -0.2], [-0.2, 0.1, 0.7], [0.1, 0.0, -0.1], [-0.4, 0.3, -0.1], [0.4, 0.4, -0.4], [-1.1, -0.7, 0.1], [1.5, 0.2, -0.7], [0.1, 0.5, 0.0], [-0.5, 0.1, 0.1], [0.1, 0.0, -0.1], [-0.1, -0.1, 0.3], [-0.3, 0.3, 0.0], [0.2, -0.1, -0.1], [-0.1, -0.2, -0.1], [0.0, -0.2, -0.1], [0.2, -0.1, 0.0], [-0.3, -0.1, 0.2], [0.0, 0.3, 0.1], [0.0, -0.1, -0.2], [0.0, 0.2, 0.0], [-0.2, -0.1, 0.1], [-0.1, 0.1, 0.1], [0.0, 0.4, 0.1], [0.3, 0.3, 0.2], [-1.1, 0.0, 0.1], [0.3, 0.0, -0.2], [1.2, 0.5, -0.4], [-0.2, -0.8, 0.6], [0.5, 0.1, -0.1], [-0.5, -0.2, -0.1], [1.3, 0.7, -0.2], [-0.7, -0.5, 0.5], [-1.0, -1.1, 0.5], [0.3, 0.4, -0.1], [0.2, 0.6, -0.3], [-0.4, -0.3, 0.5], [0.3, 0.4, 0.0], [-0.5, 0.1, -0.4], [-0.2, 0.0, 0.2], [0.0, 0.0, -0.1], [0.2, -0.1, -0.1], [-0.1, -0.2, -0.2], [0.1, 0.0, 0.1], [0.0, 0.0, 0.1], [0.2, -0.1, 0.1], [0.2, -0.2, 0.1], [0.1, 0.4, 0.0], [0.0, 0.0, 0.1], [0.2, -0.1, -0.2], [-0.2, 0.2, -0.1], [0.0, -0.2, 0.0], [-0.2, 0.0, -0.1], [-0.1, 0.1, 0.2], [-0.2, 0.0, 0.1], [0.0, 0.1, -0.1]]
}